Entry from the Open Molecules 2025 dataset: 12 unconnected molecules or ions with the total composition C12H20Cl28 (ωB97M-V/def2-TZVPD).

Bonds (Å) are listed after each position.
Cartesian coordinates (Å):
1 Cl -6.769 3.974 0.455  C2 1.758
2 C -5.684 2.640 0.087  Cl1 1.758, Cl3 1.767, Cl4 1.788, H5 1.090
3 Cl -3.990 3.140 0.067  C2 1.767
4 Cl -6.159 1.836 -1.438  C2 1.788
5 H -5.764 1.883 0.868  C2 1.090
6 Cl -0.104 1.635 -5.771  C7 1.812
7 C -1.694 1.304 -4.968  Cl6 1.812, Cl8 1.800, Cl9 1.764, H10 1.090
8 Cl -2.018 2.269 -3.484  C7 1.800
9 Cl -1.728 -0.396 -4.497  C7 1.764
10 H -2.526 1.483 -5.649  C7 1.090
11 Cl 1.035 -4.521 -2.387  C12 1.818
12 C 0.677 -6.302 -2.310  Cl11 1.818, Cl13 1.747, Cl14 1.827, H15 1.090
13 Cl -1.013 -6.603 -2.632  C12 1.747
14 Cl 0.979 -6.860 -0.596  C12 1.827
15 H 1.340 -6.809 -3.011  C12 1.090
16 Cl 2.457 1.936 5.490  C17 1.756
17 C 3.280 2.880 4.260  Cl16 1.756, Cl18 1.789, Cl19 1.769, H20 1.090
18 Cl 2.857 4.616 4.329  C17 1.789
19 Cl 3.035 2.133 2.675  C17 1.769
20 H 4.336 2.768 4.509  C17 1.090
21 Cl 5.013 1.179 -2.204  C22 1.762
22 C 5.076 -0.076 -0.969  Cl21 1.762, Cl23 1.735, H24 1.090, H25 1.090
23 Cl 5.158 -1.626 -1.746  C22 1.735
24 H 5.922 -0.026 -0.284  C22 1.090
25 H 4.159 -0.057 -0.380  C22 1.090
26 Cl -1.270 -4.156 0.224  C27 1.753
27 C -1.447 -4.491 1.935  Cl26 1.753, Cl28 1.767, H29 1.090, H30 1.090
28 Cl -1.224 -6.230 2.153  C27 1.767
29 H -0.623 -3.963 2.416  C27 1.090
30 H -2.424 -4.178 2.302  C27 1.090
31 Cl -0.772 -2.157 4.552  C32 1.709
32 C 0.221 -1.975 5.930  Cl31 1.709, Cl33 1.805, H34 1.090, H35 1.090
33 Cl 1.938 -2.493 5.729  C32 1.805
34 H 0.221 -0.984 6.383  C32 1.090
35 H -0.156 -2.623 6.722  C32 1.090
36 Cl -4.294 -2.236 -2.635  C37 1.808
37 C -3.298 -1.096 -1.646  Cl36 1.808, Cl38 1.726, H39 1.090, H40 1.090
38 Cl -3.913 -0.960 -0.040  C37 1.726
39 H -2.346 -1.618 -1.545  C37 1.090
40 H -3.107 -0.105 -2.057  C37 1.090
41 Cl -0.894 0.918 -0.111  C42 1.821
42 C 0.882 0.517 -0.164  Cl41 1.821, Cl43 1.812, H44 1.090, H45 1.090
43 Cl 1.303 -0.495 -1.606  C42 1.812
44 H 1.413 1.468 -0.210  C42 1.090
45 H 1.225 0.027 0.747  C42 1.090
46 Cl 1.124 4.035 -0.444  C47 1.750
47 C 2.449 5.175 -0.346  Cl46 1.750, Cl48 1.750, H49 1.090, H50 1.090
48 Cl 3.514 4.792 -1.681  C47 1.750
49 H 2.187 6.185 -0.662  C47 1.090
50 H 2.898 5.266 0.643  C47 1.090
51 Cl -0.879 2.314 3.785  C52 1.745
52 C -2.102 3.560 3.807  Cl51 1.745, Cl53 1.786, H54 1.090, H55 1.090
53 Cl -3.757 2.891 3.851  C52 1.786
54 H -1.880 4.214 4.650  C52 1.090
55 H -1.991 4.195 2.928  C52 1.090
56 Cl 2.817 -2.936 -5.152  C57 1.728
57 C 1.794 -1.547 -5.053  Cl56 1.728, Cl58 1.782, H59 1.090, H60 1.090
58 Cl 1.165 -1.253 -6.693  C57 1.782
59 H 0.975 -1.783 -4.374  C57 1.090
60 H 2.380 -0.678 -4.751  C57 1.090

For the LUMO energy, the calculation gives 0.063 eV. The multiplicity is 1. For the total energy, the calculation gives -13354.53267 Eh. The SMILES is ClC(Cl)Cl.ClC(Cl)Cl.ClC(Cl)Cl.ClC(Cl)Cl.ClCCl.ClCCl.ClCCl.ClCCl.ClCCl.ClCCl.ClCCl.ClCCl. Its orbital gap is 10.43 eV.